No. 1
The following is a DFT calculation (ωB97M-V/def2-TZVPD) of a cluster of 6 separate species, CH14O6 in total.

Its relative energy (zero: lowest compared OMol25 entry of this formula, charge and spin) is 101.77 kJ/mol. As for the LUMO energy: 0.022 hartree. Its structure (SMILES) is CO.O.O.O.O.O. The total energy is -497.902104 hartree. Its gap between HOMO and LUMO is 11.0 eV.

The geometry in ORCA input format:
```
! RIJCOSX wB97M-V def2-TZVPD def2/J DEFGRID3
* xyz 0 1
H -0.809 -0.243 -0.416
O -1.040 0.558 0.149
H -0.306 2.363 2.353
H 0.775 -2.473 -0.011
H 2.898 -1.955 -1.190
H 0.608 -0.337 -2.519
O -0.090 0.307 2.564
O 1.095 -1.558 0.044
O -0.239 -0.909 -2.667
C -2.340 1.031 -0.106
H -0.539 0.355 3.394
O 3.245 -2.241 -2.059
H -2.383 1.337 -1.179
H 4.178 -2.333 -1.769
H -0.363 -1.070 -3.674
H -3.139 0.326 0.129
H -0.567 0.630 1.834
H -0.471 3.618 1.584
H 0.855 -1.175 0.925
H -2.455 1.929 0.483
O -1.001 2.948 2.055
*
```

***

No. 2
The following is a DFT calculation (ωB97M-V/def2-TZVPD) of a cluster of 2 separate species, C6H14O in total.

Its relative energy (zero: lowest compared OMol25 entry of this formula, charge and spin) is 142.87 kJ/mol. As for the LUMO energy: 0.039 hartree. Its structure (SMILES) is C=CCCC.CO. The total energy is -312.200619 hartree. Its gap between HOMO and LUMO is 10.8 eV.

The geometry in ORCA input format:
```
! RIJCOSX wB97M-V def2-TZVPD def2/J DEFGRID3
* xyz 0 1
H -3.433 0.370 -0.944
C 1.516 -1.230 -1.385
H 1.798 -0.430 0.742
H -2.497 1.665 -0.185
C 0.306 -1.417 -0.857
H -1.474 -0.708 -1.870
H 2.257 2.073 1.319
H 3.440 1.718 0.066
C 2.500 1.371 0.515
C -1.746 -0.337 0.217
H 2.319 -1.953 -1.273
H -3.596 0.677 0.791
H 1.723 1.485 -0.244
H -1.162 -0.022 1.090
C -0.838 -0.447 -1.009
H 0.113 -2.341 -0.306
O 2.606 0.046 0.986
H -0.413 0.537 -1.246
C -2.883 0.649 -0.037
H 1.745 -0.352 -1.990
H -2.155 -1.328 0.463
*
```

***

No. 3
The following is a DFT calculation (ωB97M-V/def2-TZVPD) of the molecule C12H20NP.

Its relative energy (zero: lowest compared OMol25 entry of this formula, charge and spin) is 0.00 kJ/mol. As for the LUMO energy: 0.034 hartree. Its structure (SMILES) is CCN(CC)P(CC)c1ccccc1. The total energy is -865.336161 hartree. Its gap between HOMO and LUMO is 9.0 eV.

The geometry in ORCA input format:
```
! RIJCOSX wB97M-V def2-TZVPD def2/J DEFGRID3
* xyz 0 1
C -1.150 1.620 0.809
H 1.960 -0.918 -2.341
H 1.844 -1.355 -0.645
C 0.376 2.706 2.299
H 2.363 0.812 0.060
H -0.549 -3.689 2.442
H -1.232 3.701 1.294
P -1.100 -0.962 -0.086
H 3.044 0.937 -1.558
C -0.439 0.202 -2.536
C 0.589 0.353 1.860
C -1.858 -0.167 -2.944
H -2.166 0.438 -3.794
H -0.430 1.252 -2.204
N 0.107 -0.708 -1.548
C -0.950 -2.764 2.028
H -2.006 1.659 0.150
C -0.496 0.403 0.992
C -0.299 -2.453 0.684
H -0.770 -1.962 2.742
C -0.718 2.764 1.453
H -2.551 0.010 -2.126
H 1.118 -0.573 2.027
H 1.437 1.564 -1.223
H -2.027 -2.877 1.916
C 2.130 0.760 -0.998
H 0.727 3.599 2.797
H -1.908 -1.218 -3.213
H 0.779 -2.331 0.800
H 0.213 0.135 -3.416
H 1.875 1.450 3.167
H -0.466 -3.276 -0.016
C 1.534 -0.609 -1.376
C 1.021 1.498 2.505
*
```

***

No. 4
The following is a DFT calculation (ωB97M-V/def2-TZVPD) of a cluster of 2 separate species, C4H12 in total.

Its relative energy (zero: lowest compared OMol25 entry of this formula, charge and spin) is 31.36 kJ/mol. As for the LUMO energy: 0.042 hartree. Its structure (SMILES) is CC.CC. The total energy is -159.573027 hartree. Its gap between HOMO and LUMO is 12.8 eV.

The geometry in ORCA input format:
```
! RIJCOSX wB97M-V def2-TZVPD def2/J DEFGRID3
* xyz 0 1
H -0.674 -1.007 0.643
C -0.428 1.983 0.969
H -0.346 2.789 1.689
C 0.534 -2.155 -0.816
H -0.696 -2.843 0.731
H 1.475 -2.023 -0.288
H 0.466 -1.408 -1.609
H 1.384 2.830 -0.056
C -0.683 -1.954 0.102
H 0.963 1.180 -0.428
H -1.623 -1.826 -0.439
C 0.536 2.165 -0.216
H 0.120 2.516 -1.162
H 0.531 -3.158 -1.227
H -1.428 1.816 0.575
H -0.130 1.097 1.532
*
```